1.
2 unconnected molecules or ions with the total composition C4H13N4O, computed with ωB97M-V/def2-TZVPD.

```
22
Properties=species:S:1:pos:R:3:forces:R:3
O -0.7714 -0.4855 -1.3492 0.20 -0.17 0.23
N 1.8065 -0.2206 -0.4435 0.52 -1.17 -0.63
N 2.4418 0.8420 1.4921 -0.26 -0.20 -0.68
N 0.4140 1.3400 0.4764 -0.45 1.01 0.67
N -1.7733 -1.3685 0.4812 -0.28 -0.94 0.64
C 1.5413 0.6410 0.5156 0.20 0.63 -0.39
C -2.1401 -2.4063 -1.6448 -0.07 -0.63 -0.89
C 0.3142 2.7702 0.8333 0.61 -0.45 -0.34
C -1.4624 -1.3614 -0.8225 -0.42 0.57 -0.47
H 2.7022 -0.6706 -0.5607 -0.03 0.08 0.52
H 0.7088 3.3737 0.0177 -0.37 0.04 -0.32
H -0.7302 2.9591 1.0134 -0.14 0.40 0.20
H -0.3168 1.0721 -0.1692 0.41 -0.58 -0.54
H -2.7555 -3.1192 -1.1125 -0.17 0.09 0.41
H 1.1452 -0.4425 -1.1770 -0.49 0.31 0.20
H -1.2684 -0.9025 1.2154 0.14 0.43 -0.29
H 0.9380 3.0687 1.6611 -0.20 -0.25 0.69
H -1.4161 -3.0190 -2.1898 0.20 0.29 0.09
H -2.3334 -2.1475 0.7938 0.05 0.14 0.09
H -2.7567 -1.9414 -2.4180 0.10 0.15 0.16
H 3.2823 0.2931 1.4181 0.23 0.40 0.33
H 2.4301 1.7250 1.9692 0.23 -0.15 0.32
```
Forces are in eV/Å.

Properties
Molar mass (g/mol): 133.175
Lowest unoccupied orbital energy (eV): -2.689
DFT total energy (eV): -12362.277
Relative energy (zero: lowest compared OMol25 entry of this formula, charge and spin) (kJ/mol): 58.98
Total charge: +1

***

2.
10 unconnected molecules or ions with the total composition C36H102N8O12, computed with ωB97M-V/def2-TZVPD.

```
158
Properties=species:S:1:pos:R:3:forces:R:3
O 1.4314 -23.3299 -8.5554 -0.08 -0.82 -0.34
O -0.1724 -19.1020 -18.3824 -0.77 -0.51 -0.70
O 2.0971 -19.5989 -11.3517 -0.03 -0.41 -0.07
O -3.0215 -27.7936 -16.2198 0.08 0.96 1.02
O -2.7789 -23.1782 -17.8828 -1.41 -0.83 -0.25
O -2.7485 -20.2388 -14.8557 -0.45 -1.14 0.63
O 2.6468 -24.1783 -13.4610 0.30 -0.59 -0.06
O -1.3981 -28.6880 -17.3662 1.92 0.03 0.17
O 7.4387 -25.9777 -10.6330 -0.47 0.84 -0.67
O 5.5928 -24.8679 -16.6836 1.16 -0.41 -0.40
O 2.6300 -22.3111 -14.6503 0.09 -0.34 -0.78
O 3.1012 -28.0510 -20.5596 -0.70 -0.53 0.29
N -1.0854 -23.6084 -9.7890 0.36 -0.42 0.20
N 4.2445 -20.3351 -13.0860 0.11 -0.04 -1.39
N -4.4532 -20.5833 -12.5210 -0.18 -1.52 0.36
N 5.1197 -22.0867 -16.4788 0.13 0.00 0.42
N -2.3124 -16.6671 -20.3261 -0.49 1.19 1.59
N 1.2312 -28.6646 -18.4970 0.48 0.95 -0.94
N -4.8234 -25.0900 -16.7348 0.78 -0.53 -2.49
N 5.1581 -25.8550 -12.2349 -0.65 0.35 -0.26
C -3.9215 -22.8422 -17.1321 0.73 1.26 1.65
C -0.8444 -27.7158 -15.2083 0.87 -0.34 -0.43
C 6.2230 -26.2829 -10.0251 -0.26 -1.68 0.39
C -1.8114 -28.0977 -16.3336 -1.24 0.75 -1.78
C 3.2613 -18.8190 -11.3809 0.66 0.69 -0.75
C 1.4301 -26.3003 -17.6510 -0.13 -0.97 -0.66
C 4.3463 -27.9440 -21.2238 1.32 -0.24 0.44
C 6.5638 -22.8478 -18.3813 -0.57 1.27 -0.06
C 5.1573 -26.0818 -16.0887 -0.31 0.00 0.49
C 2.1061 -22.4625 -7.6522 0.99 0.74 0.34
C 0.9759 -19.1121 -17.5543 -0.49 -0.25 0.39
C 5.0222 -25.6958 -10.7325 0.00 0.88 0.19
C -1.7084 -19.8052 -15.6942 0.18 0.45 -1.09
C -4.1190 -23.9124 -16.0217 -0.25 -1.01 -1.50
C 1.2280 -22.7400 -9.8028 -0.51 0.64 0.34
C 4.6671 -24.2919 -17.5747 -1.05 0.02 1.45
C -2.7914 -24.4406 -15.4524 -0.84 -0.17 1.32
C 5.1359 -22.8823 -17.8219 0.84 0.74 0.11
C -0.5728 -17.8253 -18.8674 0.90 0.47 1.33
C -0.0862 -22.6377 -11.9002 0.03 0.70 0.24
C 4.5077 -19.5920 -11.7758 -0.21 -0.75 -0.22
C 2.2096 -23.5086 -14.4143 -0.51 0.62 1.11
C 0.9460 -18.8248 -11.0600 -0.66 0.86 0.23
C 1.5806 -27.2441 -18.8804 -0.42 0.64 0.05
C 2.9968 -27.1914 -19.4519 -0.92 0.02 -1.14
C -1.6795 -18.0103 -19.8879 -0.65 0.12 -1.04
C -1.3151 -18.7951 -21.1308 0.88 -0.90 -0.26
C -5.8130 -18.6499 -13.1733 -0.36 0.05 -0.92
C 0.9944 -24.0607 -15.2226 0.76 1.10 0.44
C 3.6427 -26.1347 -10.2164 0.31 -0.75 -1.29
C -3.6318 -19.2139 -14.4091 0.92 -0.20 -0.16
C 8.5510 -26.8480 -10.3610 0.03 -0.44 0.53
C -2.2742 -22.1805 -18.7464 1.10 -0.74 -0.04
C 5.7029 -18.6693 -11.9656 -0.69 0.79 -0.09
C -4.8847 -19.7644 -13.7301 0.03 0.54 1.12
C 0.1661 -23.4651 -10.6547 0.64 0.28 0.67
H 0.8973 -21.7078 -9.6086 -0.23 0.14 -0.37
H -2.5440 -18.4157 -19.3610 0.17 -0.58 -0.10
H 1.1785 -17.8261 -10.6825 0.34 -0.18 0.31
H 0.8535 -22.1398 -12.1490 0.13 -0.46 -0.40
H 0.7975 -25.1159 -15.0560 0.50 -0.12 -0.37
H -3.6224 -21.8805 -16.6900 -0.44 -0.07 0.74
H 0.2079 -27.5944 -15.4909 -0.07 -0.65 -0.55
H 3.1711 -18.0342 -12.1448 -0.22 0.26 0.20
H 3.7097 -24.2598 -17.0303 -0.24 0.12 -0.21
H -0.7014 -21.7512 -11.6983 -0.36 -0.30 0.17
H 6.0976 -27.3745 -10.0356 -0.11 -0.13 0.00
H -0.9670 -19.1051 -15.2910 -0.51 0.22 0.61
H 3.6778 -27.3935 -18.6150 0.59 0.01 -0.35
H 6.1215 -26.0305 -8.9647 0.35 0.39 0.04
H 4.4018 -25.2789 -12.6305 -0.11 -0.13 -0.39
H -5.6699 -18.4198 -12.1172 0.53 0.15 -0.11
H 4.4672 -24.8636 -18.4832 0.50 0.08 -0.20
H 3.3691 -20.8753 -13.1994 -0.02 -0.24 0.36
H -1.8740 -24.0501 -10.2638 0.00 0.18 -0.17
H 4.4830 -28.6721 -22.0196 -0.59 -0.32 0.24
H 2.8129 -22.9682 -6.9950 -0.55 -0.67 0.03
H 0.3055 -18.5860 -11.9166 0.29 -0.53 -0.41
H 4.6617 -20.4084 -11.0688 0.28 0.12 0.11
H 4.5813 -26.9869 -21.7032 -0.58 0.32 0.34
H 6.0490 -25.4722 -12.5593 0.23 -0.16 0.34
H -2.8852 -21.9599 -19.6231 -0.27 0.03 0.22
H -1.3626 -22.6844 -19.0753 0.04 0.46 -0.44
H 1.1602 -23.7160 -16.2420 -0.26 -0.57 -0.25
H -2.9094 -16.7225 -21.1556 0.23 -0.29 -0.15
H 7.3003 -23.3145 -17.7337 -0.11 -0.56 -0.29
H -2.0941 -24.9386 -16.1199 -0.42 0.17 -0.50
H 5.7106 -17.9629 -11.1338 0.54 -0.40 0.33
H -6.8867 -18.8371 -13.2447 0.13 -0.63 -0.17
H 2.0213 -28.9989 -17.9508 -0.26 -0.72 -0.01
H -5.6995 -17.7631 -13.7968 0.25 0.20 0.33
H 6.6665 -19.1379 -12.1443 -0.03 -0.16 0.38
H -0.8965 -28.6235 -14.6036 0.07 0.57 0.84
H 9.2884 -26.3224 -9.7593 0.00 0.08 -0.08
H -4.8142 -26.0557 -16.3663 0.52 0.12 0.57
H -1.9545 -21.2878 -18.1975 -0.37 0.13 -0.02
H -5.7502 -24.9298 -17.1452 -0.28 0.43 0.87
H 5.9276 -22.3767 -15.9248 0.08 -0.08 -0.10
H 5.9166 -26.6828 -15.5827 0.75 0.84 -0.17
H 5.5243 -17.9648 -12.7863 -0.13 -0.30 -0.29
H -2.9341 -16.4025 -19.5527 -0.38 -0.18 -0.23
H 0.5137 -24.4716 -10.8800 -0.18 -0.07 -0.05
H 0.9079 -26.9545 -19.6856 -0.22 -0.11 0.11
H 1.9554 -25.3613 -17.8125 0.17 -0.14 -0.03
H -1.2397 -19.8663 -20.9322 0.00 0.10 0.47
H 4.7908 -26.8191 -16.8061 -0.61 0.43 -0.10
H -0.9826 -26.7395 -14.7377 -1.03 -0.42 0.51
H 2.8719 -25.6299 -10.8050 -0.01 0.53 0.42
H -0.9290 -17.2347 -18.0093 -0.40 -0.02 0.01
H 5.0979 -28.1418 -20.4506 0.37 0.04 -0.35
H 1.8097 -26.8364 -16.7797 0.28 0.32 0.13
H 8.2340 -27.7317 -9.8036 -0.12 0.07 0.05
H -1.0871 -20.6255 -16.0532 -0.49 -0.46 0.25
H -5.2527 -20.8894 -11.9529 -0.25 0.45 -0.13
H -5.3816 -20.5178 -14.3385 -0.14 0.30 -0.30
H -3.8050 -20.1468 -11.8653 0.06 0.44 -0.26
H 5.1994 -21.0846 -16.6536 0.42 -0.09 -0.39
H -3.0565 -25.1869 -14.6976 0.15 -0.11 -0.05
H 2.1353 -22.6281 -10.4055 0.12 -0.33 0.00
H 6.9037 -21.8166 -18.5203 -0.14 0.09 0.09
H 1.0283 -20.0314 -16.9614 -0.50 -0.26 -0.37
H 9.0003 -27.2086 -11.2836 -0.08 0.31 -0.16
H 6.4869 -23.2132 -19.4046 0.43 -0.55 0.17
H 4.4904 -22.2558 -18.4333 -0.28 -0.54 -0.30
H 3.5635 -25.9766 -9.1454 -0.11 0.13 -0.04
H 4.2900 -22.1485 -15.8541 -0.46 -0.76 -0.31
H -2.2475 -23.6555 -14.9217 -0.16 0.27 -0.21
H 3.1060 -26.2167 -19.9395 0.34 0.60 1.00
H 0.3923 -26.0593 -17.4259 -0.09 -0.19 -0.21
H -3.9515 -18.6134 -15.2652 -0.03 0.23 0.18
H 3.4879 -18.3460 -10.4218 -0.18 0.01 0.06
H 2.7856 -21.7812 -8.1783 -0.36 0.15 -0.28
H 5.0727 -26.7988 -12.6163 0.00 -0.17 0.37
H 1.8845 -19.1371 -18.1591 0.10 0.87 0.18
H -0.4763 -23.1859 -12.7525 0.04 -0.06 0.04
H 0.3247 -28.7487 -17.9987 -1.12 0.16 0.89
H -1.8007 -15.7754 -20.3714 0.93 -0.57 -0.63
H 1.4127 -21.8825 -7.0429 -0.11 -0.05 -0.09
H -2.9843 -18.6522 -13.7235 -0.78 0.72 0.13
H -4.8755 -22.5847 -17.6055 0.15 -0.60 -0.85
H 4.2599 -19.7323 -13.9161 -0.32 0.68 0.49
H 0.3028 -17.2406 -19.1678 -0.04 -0.20 -0.83
H 4.9993 -20.9674 -13.3608 0.02 -0.31 0.81
H 3.4180 -27.1775 -10.4560 0.42 -0.22 0.40
H -4.0533 -21.4759 -12.8250 0.40 0.26 -0.13
H 0.3249 -19.3135 -10.3098 0.19 -0.19 0.05
H -0.3173 -18.5291 -21.4850 -0.07 0.26 -0.03
H 1.0986 -29.1952 -19.3623 0.49 -0.32 0.10
H 0.0713 -23.5717 -14.9026 0.19 0.36 0.14
H -4.3052 -25.1635 -17.6236 0.36 -0.62 0.21
H 0.8206 -18.3456 -16.7884 0.90 0.47 -0.29
H -2.1608 -19.3515 -16.5816 0.19 0.15 -0.07
H 4.4598 -25.7475 -15.3117 -0.65 -0.70 -0.20
H -4.9297 -23.7069 -15.3230 0.72 0.91 0.54
H -0.9102 -24.1995 -8.9651 0.37 0.09 0.01
H 5.0096 -24.6048 -10.6555 0.39 0.06 0.17
H -1.9796 -18.7816 -21.9959 -0.35 0.59 0.29
H -1.3457 -22.6942 -9.4196 -0.20 0.05 -0.02
```
Forces are in eV/Å.

Properties
Molar mass (g/mol): 839.256
Lowest unoccupied orbital energy (eV): -12.534
DFT total energy (eV): -75410.446
Relative energy (zero: lowest compared OMol25 entry of this formula, charge and spin) (kJ/mol): 112.26
Total charge: +6

***

- What is the formula in the second record?
  C36H102N8O12

***

- What is the formula in the second record?
  C36H102N8O12

***

- What is the formula in the first record?
  C4H13N4O

***

Copy entry 1 word for word.
2 unconnected molecules or ions with the total composition C4H13N4O, computed with ωB97M-V/def2-TZVPD.

```
22
Properties=species:S:1:pos:R:3:forces:R:3
O -0.7714 -0.4855 -1.3492 0.20 -0.17 0.23
N 1.8065 -0.2206 -0.4435 0.52 -1.17 -0.63
N 2.4418 0.8420 1.4921 -0.26 -0.20 -0.68
N 0.4140 1.3400 0.4764 -0.45 1.01 0.67
N -1.7733 -1.3685 0.4812 -0.28 -0.94 0.64
C 1.5413 0.6410 0.5156 0.20 0.63 -0.39
C -2.1401 -2.4063 -1.6448 -0.07 -0.63 -0.89
C 0.3142 2.7702 0.8333 0.61 -0.45 -0.34
C -1.4624 -1.3614 -0.8225 -0.42 0.57 -0.47
H 2.7022 -0.6706 -0.5607 -0.03 0.08 0.52
H 0.7088 3.3737 0.0177 -0.37 0.04 -0.32
H -0.7302 2.9591 1.0134 -0.14 0.40 0.20
H -0.3168 1.0721 -0.1692 0.41 -0.58 -0.54
H -2.7555 -3.1192 -1.1125 -0.17 0.09 0.41
H 1.1452 -0.4425 -1.1770 -0.49 0.31 0.20
H -1.2684 -0.9025 1.2154 0.14 0.43 -0.29
H 0.9380 3.0687 1.6611 -0.20 -0.25 0.69
H -1.4161 -3.0190 -2.1898 0.20 0.29 0.09
H -2.3334 -2.1475 0.7938 0.05 0.14 0.09
H -2.7567 -1.9414 -2.4180 0.10 0.15 0.16
H 3.2823 0.2931 1.4181 0.23 0.40 0.33
H 2.4301 1.7250 1.9692 0.23 -0.15 0.32
```
Forces are in eV/Å.

Properties
Molar mass (g/mol): 133.175
Lowest unoccupied orbital energy (eV): -2.689
DFT total energy (eV): -12362.277
Relative energy (zero: lowest compared OMol25 entry of this formula, charge and spin) (kJ/mol): 58.98
Total charge: +1